Record 1
Computed, not measured: a structure of composition C10H10InN2O4, with wB97M-V/def2-TZVPD.

XYZ file:
```
27
Properties=species:S:1:pos:R:3:mulliken_charge:R:1
In 0.6531 0.8838 -1.0134 1.221
C 0.6493 2.2756 0.9732 0.153
O 0.6251 2.8112 1.9667 -0.008
C 0.6347 3.1777 -1.8934 0.218
O 0.6304 4.2117 -2.3510 -0.001
C -1.6017 1.2216 -0.9873 0.127
O -2.7371 1.1794 -0.9038 -0.040
C 2.8491 1.1541 -0.9178 0.275
O 4.0243 1.2166 -0.9206 -0.045
C 0.6369 -0.5876 -2.6181 -0.392
H 1.5917 -1.1170 -2.3931 0.451
H -0.3147 -1.1194 -2.3950 0.396
C 0.6345 0.6638 -3.3000 -0.662
H -0.3126 1.1282 -3.6415 0.436
H 1.5812 1.1327 -3.6429 0.416
C -1.8336 -1.7735 3.2876 -0.807
N -0.9881 -1.4890 2.1785 0.055
C -0.0520 -2.3505 1.6126 -0.536
C 0.5581 -1.6732 0.5978 -0.281
N -0.0235 -0.4091 0.5603 -0.189
C -0.9577 -0.3132 1.5176 -0.122
H -2.8902 -1.6941 3.0125 0.359
H -1.6373 -2.7892 3.6224 0.316
H -1.6416 -1.0879 4.1199 0.363
H 0.1576 -3.3483 1.9202 0.466
H 1.3548 -1.9040 -0.1419 0.431
H -1.5905 0.5997 1.7505 0.402
```

Results
Frontier orbital gap ... 7.229 eV
Charge ... +3

***

Record 2
Computed, not measured: a structure of composition C27H24ClI2N8O9RuS, with wB97M-V/def2-TZVPD.

XYZ file:
```
73
Properties=species:S:1:pos:R:3:lowdin_spin:R:1
Ru 1.2529 -0.7292 0.0292 0.764
I -0.9855 -5.3367 -0.0178 0.002
C 0.9536 -4.7439 0.4185 0.006
C 1.9793 -5.7063 0.5280 -0.002
C 3.2539 -5.3589 0.8723 0.005
I 4.7079 -6.8460 1.0206 0.000
C 3.5778 -3.9974 1.1123 -0.001
C 4.8347 -3.4961 1.5118 0.008
C 5.0038 -2.1553 1.7253 -0.001
C 3.9382 -1.2793 1.4820 0.011
N 2.7607 -1.7086 1.0866 -0.002
C 2.5531 -3.0528 0.9451 -0.002
C 1.2058 -3.4111 0.6293 -0.002
O 0.3082 -2.4435 0.5863 0.024
H 1.7350 -6.7429 0.3410 0.000
H 5.6600 -4.1816 1.6516 0.000
H 5.9537 -1.7567 2.0506 0.000
H 4.0576 -0.2097 1.6028 0.001
N -0.9002 -0.8410 2.4777 -0.001
C -0.3616 0.3556 2.3457 -0.001
N -0.8765 1.3732 3.0392 0.000
C -0.2930 2.5511 2.8915 0.000
N -0.8009 3.5908 3.5661 0.000
N 0.7813 2.8055 2.1054 0.000
C 1.2098 1.7627 1.4448 -0.001
N 0.7284 0.5156 1.5307 -0.010
C 2.3488 1.9184 0.5177 0.007
C 3.1620 3.0319 0.5443 -0.001
C 4.2747 3.0526 -0.2833 0.010
C 4.5221 1.9584 -1.0918 -0.002
C 3.6469 0.8839 -1.0799 0.008
N 2.5680 0.8671 -0.2923 0.003
H -1.8273 -0.8823 2.8865 0.000
H -0.6037 -1.5898 1.8565 0.000
H -1.6283 3.4583 4.1194 0.000
H -0.4166 4.5064 3.4245 0.000
H 2.9106 3.8434 1.2108 0.000
H 4.9407 3.9049 -0.2868 0.001
H 5.3817 1.9208 -1.7454 0.000
H 3.7971 0.0145 -1.7006 0.000
C -3.5042 4.6412 -2.9659 0.000
C -3.7964 3.5740 -1.9495 0.000
C -2.9861 3.4070 -0.8311 0.000
C -3.2274 2.3914 0.0775 0.000
C -4.2948 1.5351 -0.1334 0.000
C -5.1395 1.7004 -1.2223 0.000
C -4.8820 2.7184 -2.1231 0.000
S -4.5319 0.1702 0.9509 0.000
O -4.1023 0.5046 2.2900 0.000
O -5.8698 -0.3117 0.7543 0.000
N -3.3986 -0.8733 0.4044 0.000
C -3.4624 -1.3865 -0.9664 0.000
C -2.0580 -1.6075 -1.5083 0.004
C -1.2962 -0.2981 -1.6399 0.008
O -1.5877 0.5085 -2.4892 0.008
O -0.4163 0.0099 -0.6835 0.152
H -2.6811 5.2783 -2.6455 0.000
H -4.3786 5.2700 -3.1391 0.000
H -3.2274 4.1888 -3.9195 0.000
H -2.1417 4.0699 -0.6811 0.000
H -2.5970 2.2614 0.9442 0.000
H -5.9808 1.0334 -1.3538 0.000
H -5.5274 2.8443 -2.9841 0.000
H -3.1658 -1.5609 1.1128 0.000
H -4.0000 -0.6645 -1.5804 0.000
H -4.0202 -2.3254 -0.9994 0.000
H -2.1297 -2.0426 -2.5046 0.001
H -1.5310 -2.3037 -0.8670 0.000
O 2.4558 -2.2531 -4.1882 0.000
Cl 2.1223 -1.7175 -2.9141 0.000
O 0.9528 -2.3640 -2.3569 -0.001
O 3.2096 -1.9468 -1.9568 0.001
O 1.8792 -0.2970 -2.9869 0.002
```

Results
⟨S²⟩ ... 0.755
Relative energy (zero: lowest compared OMol25 entry of this formula, charge and spin) ... 124.6 kJ/mol
2S+1 ... 2
Frontier orbital gap (alpha / beta) ... 7.114 / 6.568 eV
Charge ... 0

***

Record 3
Computed, not measured: a cluster of 3 separate species, C4H14O2 in total, with wB97M-V/def2-TZVPD.

XYZ file:
```
20
Properties=species:S:1:pos:R:3:nbo_charge:R:1
C -2.5486 -0.4435 -0.6299 -0.589
C -1.0494 -0.1628 -0.7820 -0.253
C -0.5870 1.2345 -0.6936 -0.606
C -0.4605 -1.1763 0.1256 -0.593
H -2.8943 -1.4274 -0.7802 0.211
H -2.8623 -0.2067 0.3385 0.200
H -3.1506 0.2636 -1.2664 0.199
H -0.7030 -0.4007 -1.8241 0.192
H 0.5215 1.4101 -0.3544 0.217
H -1.1498 1.9439 0.1136 0.190
H -0.6955 1.9177 -1.5067 0.221
H -1.1029 -1.9826 0.3969 0.209
H 0.4782 -1.5070 -0.1256 0.208
H -0.3774 -0.7572 1.0763 0.193
O 5.0960 -0.3174 -1.8211 -0.987
H 5.1337 -1.2887 -1.8198 0.493
H 5.2217 0.2231 -2.6307 0.494
O 0.3731 1.1457 4.2128 -0.962
H 0.4334 1.0953 3.2470 0.491
H 0.3237 0.4366 4.7240 0.471
```

Results
Relative energy (zero: lowest compared OMol25 entry of this formula, charge and spin) ... 207.5 kJ/mol
SMILES ... CC(C)C.O.O
Frontier orbital gap ... 11.538 eV
Charge ... 0

***

Record 4
Computed, not measured: a structure of composition C32H35CrN4O4P2Se, with wB97M-V/def2-TZVPD.

XYZ file:
```
79
Properties=species:S:1:pos:R:3:lowdin_spin:R:1
Cr 0.6603 -2.6408 2.9413 1.004
N -0.7351 -1.0698 3.2125 -0.002
C -2.0870 -1.6225 3.4249 0.002
C -1.9968 -2.9267 4.2101 0.003
N -0.9604 -3.8358 3.6651 0.000
C -1.4089 -4.8035 2.6472 0.000
C -1.4741 -4.1209 1.2958 0.000
N -0.2204 -3.3762 1.1213 -0.009
H -0.7406 -0.4410 2.4122 0.001
H -0.4811 -0.4970 4.0147 0.000
H -2.7192 -0.9273 3.9809 0.000
H -2.5511 -1.7743 2.4513 0.000
H -1.7069 -2.6926 5.2328 0.000
H -2.9713 -3.4229 4.2399 0.000
H -0.5535 -4.3488 4.4402 0.001
H -0.6567 -5.5929 2.6132 0.000
H -2.3701 -5.2502 2.9157 0.000
H -1.6322 -4.8600 0.5083 0.000
H -2.3047 -3.4185 1.2488 0.000
H 0.5171 -3.9985 0.7981 0.000
H -0.3218 -2.6291 0.4292 0.000
O 3.9397 -1.6152 1.2493 -0.001
C 3.0039 -2.2309 1.6607 0.007
O 1.8212 -1.6502 1.9641 0.009
C 2.9779 -3.7745 1.9099 0.003
O 3.8508 -4.4816 1.4719 0.001
O 1.9345 -4.1361 2.6005 0.012
Se 1.5668 -2.6089 5.2284 -0.023
C 0.4166 -1.3824 5.9772 -0.004
N -0.3502 -0.6042 6.3575 -0.004
C -0.8289 0.3352 -2.3974 0.000
P -0.1109 -0.4941 -0.9044 0.000
C -0.2175 0.7999 0.3881 0.000
C 0.8534 1.2164 1.1769 0.000
C 0.6416 2.0716 2.2525 0.000
C -0.6351 2.5146 2.5636 0.000
C -1.7131 2.0940 1.7938 0.000
C -1.5041 1.2386 0.7239 0.000
C 1.6473 -0.7489 -1.2947 0.000
C 2.0312 -2.0700 -1.5243 0.000
C 3.3470 -2.3889 -1.8266 0.000
C 4.2961 -1.3825 -1.8977 0.000
C 3.9276 -0.0641 -1.6718 0.000
C 2.6132 0.2525 -1.3724 0.000
P 0.1572 1.5428 -3.3986 0.000
C 0.3410 2.9692 -2.2569 0.000
C 1.5955 3.5630 -2.1545 0.000
C 1.8029 4.6477 -1.3105 0.000
C 0.7502 5.1480 -0.5613 0.000
C -0.5115 4.5737 -0.6682 0.000
C -0.7143 3.4986 -1.5165 0.000
C -1.1874 2.2036 -4.4716 0.000
C -2.2897 1.4537 -4.8736 0.000
C -3.2282 1.9813 -5.7529 0.000
C -3.0780 3.2663 -6.2472 0.000
C -1.9780 4.0220 -5.8607 0.000
C -1.0428 3.4944 -4.9865 0.000
H -1.7918 0.7574 -2.0965 0.000
H -1.0542 -0.4898 -3.0786 0.000
H 1.8494 0.8418 0.9863 0.000
H 1.4840 2.3769 2.8603 0.000
H -0.7922 3.1723 3.4089 0.000
H -2.7165 2.4247 2.0326 0.000
H -2.3584 0.8991 0.1460 0.000
H 1.2895 -2.8603 -1.4635 0.000
H 3.6336 -3.4210 -1.9786 0.000
H 5.3288 -1.6273 -2.1084 0.000
H 4.6723 0.7206 -1.7128 0.000
H 2.3411 1.2807 -1.1790 0.000
H 2.4174 3.1690 -2.7423 0.000
H 2.7852 5.0970 -1.2385 0.000
H 0.9080 5.9879 0.1034 0.000
H -1.3373 4.9682 -0.0892 0.000
H -1.7054 3.0681 -1.6069 0.000
H -2.4328 0.4454 -4.5067 0.000
H -4.0798 1.3816 -6.0493 0.000
H -3.8104 3.6778 -6.9295 0.000
H -1.8489 5.0273 -6.2418 0.000
H -0.1926 4.0977 -4.6892 0.000
```

Results
⟨S²⟩ ... 0.758
Relative energy (zero: lowest compared OMol25 entry of this formula, charge and spin) ... 2.7 kJ/mol
2S+1 ... 2
Frontier orbital gap (alpha / beta) ... 7.741 / 8.340 eV
Charge ... 0

***

Record 5
Computed, not measured: a cluster of 2 separate species, C2H3Cl3 in total, with wB97M-V/def2-TZVPD.

XYZ file:
```
8
Properties=species:S:1:pos:R:3:nbo_charge:R:1
C 1.4635 0.2597 0.0028 -0.360
C -1.1978 -0.4563 -0.3033 -0.255
Cl 1.4668 0.8712 1.5466 0.056
Cl -1.6239 1.2121 -0.7111 0.002
Cl -1.7731 -0.8165 1.3711 -0.026
H 1.5442 0.9753 -0.7376 0.185
H 1.4575 -0.7238 -0.1710 0.181
H -1.3372 -1.3217 -0.9974 0.216
```

Results
Relative energy (zero: lowest compared OMol25 entry of this formula, charge and spin) ... 391.0 kJ/mol
Frontier orbital gap (alpha / beta) ... 7.714 / 8.981 eV
Charge ... 0

***

Record 6
Computed, not measured: a structure of composition C17H24Cl5CuN3NbO, with wB97M-V/def2-TZVPD.

XYZ file:
```
52
Properties=species:S:1:pos:R:3:nbo_charge:R:1
N -1.8256 -0.9242 0.4455 -0.993
C -3.0464 -1.0682 0.5929 0.821
O -4.1537 -0.9544 0.9904 -0.362
Cu -1.9889 -2.0007 -1.1561 0.994
Nb -0.0906 0.0124 0.0899 1.892
N -0.4736 0.7848 -1.7098 -0.626
N 1.0071 -1.6043 -0.0739 -0.637
C -1.4557 1.8467 -1.9933 0.103
C 1.2142 -2.9271 0.5158 0.100
C -2.6964 1.2229 -2.6406 -0.612
C -0.8347 2.8564 -2.9657 -0.628
C -1.8835 2.5506 -0.7189 -0.645
C 1.8563 -3.8636 -0.5120 -0.621
C 2.1539 -2.7776 1.7152 -0.617
C -0.1121 -3.5233 0.9671 -0.598
H -2.4583 0.7110 -3.5805 0.216
H -3.4065 2.0306 -2.8615 0.264
H -3.1782 0.5029 -1.9654 0.184
H 0.1283 3.2145 -2.5823 0.229
H -1.5039 3.7180 -3.0743 0.250
H -0.6810 2.4189 -3.9603 0.224
H -2.3438 1.8515 -0.0092 0.212
H -2.6396 3.3027 -0.9723 0.269
H -1.0410 3.0667 -0.2442 0.239
H 1.2403 -3.9156 -1.4184 0.207
H 1.9280 -4.8718 -0.0836 0.255
H 2.8721 -3.5459 -0.7766 0.229
H 3.1247 -2.3693 1.4100 0.222
H 2.3159 -3.7628 2.1682 0.249
H 1.7140 -2.1075 2.4641 0.220
H -0.6408 -2.8817 1.6823 0.222
H 0.0989 -4.4906 1.4482 0.266
H -0.7733 -3.7194 0.1056 0.163
C 2.1475 -1.1170 -0.8869 -0.442
H 2.0127 -0.0514 -1.1366 0.231
H 3.0998 -1.2106 -0.3465 0.254
H 2.2239 -1.6810 -1.8275 0.239
C 0.0288 0.1285 -2.9441 -0.453
H 0.8704 0.6890 -3.3833 0.248
H 0.3527 -0.9013 -2.7526 0.203
H -0.7699 0.0691 -3.6955 0.234
Cl -2.3194 1.2245 2.5102 0.061
C -0.6964 1.7372 2.8094 0.060
C 0.2995 1.3450 1.8891 -0.532
C 1.6124 1.7835 2.1125 -0.047
Cl 2.8065 1.4143 0.9294 0.101
C 1.9697 2.5276 3.2523 -0.083
Cl 3.5998 2.9566 3.5238 0.124
C 0.9625 2.9156 4.1655 -0.046
Cl 1.3671 3.8413 5.5318 0.155
C -0.3773 2.5271 3.9389 -0.123
Cl -1.6166 3.0196 5.0138 0.123
```

Results
Frontier orbital gap ... 5.736 eV
Charge ... +2

***

Record 7
Computed, not measured: a cluster of 2 separate species, CCl2N2O2 in total, with wB97M-V/def2-TZVPD.

XYZ file:
```
7
Properties=species:S:1:pos:R:3:nbo_charge:R:1
N -0.2313 -1.0593 -1.5657 -0.019
N 0.7119 -1.5180 -1.0989 0.366
O 1.5170 -2.4354 -0.9732 -0.345
O -1.8260 0.8846 0.5169 -0.451
C -0.7228 1.1615 0.8057 0.508
Cl 0.3377 2.4160 0.0628 -0.017
Cl 0.2134 0.5506 2.2524 -0.043
```

Results
Relative energy (zero: lowest compared OMol25 entry of this formula, charge and spin) ... 73.2 kJ/mol
SMILES ... N#[N+][O-].O=C(Cl)Cl
Frontier orbital gap ... 11.178 eV
Charge ... 0

***

Record 8
Computed, not measured: a cluster of 2 separate species, C2H7N8O2 in total, with wB97M-V/def2-TZVPD.

XYZ file:
```
19
Properties=species:S:1:pos:R:3:nbo_charge:R:1
C 2.3097 -0.7324 0.2720 0.673
C -0.0211 -0.9770 0.3588 0.647
N 3.4362 -0.5742 -0.0568 -0.190
N -0.3373 0.3107 0.2515 -0.371
N 1.2692 -1.3536 0.4913 -0.573
N 0.5906 1.1187 -0.0853 0.099
N -0.9806 -1.8879 0.4177 -0.697
N -4.0929 0.4853 0.4337 0.342
N 4.5522 -0.0104 -0.3979 -0.563
N 0.2888 2.3290 0.1202 -0.458
O -4.1713 -0.0878 -0.7984 -0.537
O -5.0569 0.8084 1.0227 -0.272
H -5.1079 -0.1627 -1.1045 0.472
H -1.9366 -1.6176 0.4163 0.428
H -0.8152 -2.8222 0.2185 0.424
H 5.2344 -0.7366 -0.5326 0.382
H 4.5652 0.2033 -1.3718 0.374
H -0.6453 2.7018 0.5579 0.416
H 0.9187 3.0054 -0.2134 0.405
```

Results
Relative energy (zero: lowest compared OMol25 entry of this formula, charge and spin) ... 80.6 kJ/mol
Frontier orbital gap (alpha / beta) ... 8.426 / 8.425 eV
Charge ... +1